{
  "formula": "C5H11N2",
  "method": "ωB97M-V/def2-TZVPD",
  "e_homo_ev": -12.510,
  "charge": 1,
  "e_lumo_ev": -3.4559,
  "smiles": "C=NC(=C)CC[NH3+]",
  "species": ["C", "N", "C", "C", "C", "C", "N", "H", "H", "H", "H", "H", "H", "H", "H", "H", "H", "H"],
  "coordinates": [[-0.989, -2.168, -0.172], [-0.742, -1.158, 0.539], [-0.754, 0.188, 0.172], [-1.471, 1.077, 0.861], [-0.023, 0.522, -1.102], [1.490, 0.693, -0.894], [1.817, 0.648, 0.611], [-0.518, -3.144, -0.183], [-1.758, -2.050, -0.952], [-1.435, 2.106, 0.535], [-2.363, 0.827, 1.418], [-0.178, -0.273, -1.826], [-0.457, 1.450, -1.465], [2.056, -0.144, -1.296], [1.965, 1.597, -1.257], [2.803, 0.767, 0.822], [1.334, 1.449, 1.022], [1.354, -0.188, 0.983]]
}

***

{
  "formula": "C5H11N2",
  "method": "ωB97M-V/def2-TZVPD",
  "e_homo_ev": -13.906,
  "charge": 1,
  "e_lumo_ev": -3.7047,
  "species": ["C", "C", "C", "C", "C", "N", "N", "H", "H", "H", "H", "H", "H", "H", "H", "H", "H", "H"],
  "coordinates": [[1.351, 2.542, -0.685], [-0.135, 0.121, -0.380], [-0.590, -0.016, -1.750], [-0.713, -1.976, 0.382], [0.215, -0.299, 1.998], [0.751, 1.863, 0.144], [-0.237, -0.612, 0.624], [1.332, 2.440, -1.681], [1.760, 3.328, -0.202], [-1.404, 0.812, -2.045], [-0.878, -0.961, -2.196], [0.146, 0.279, -2.366], [0.204, -2.508, 0.376], [-1.391, -2.226, 1.260], [-1.243, -2.098, -0.530], [0.753, 0.568, 2.200], [-0.627, -0.144, 2.532], [0.705, -1.113, 2.317]]
}

***

{
  "formula": "C5H11N2",
  "method": "ωB97M-V/def2-TZVPD",
  "e_homo_ev": [-12.215, -15.570],
  "charge": 1,
  "e_lumo_ev": [-4.7796, -8.4335],
  "s_squared": 2.0110,
  "spin_multiplicity": 3,
  "species": ["C", "C", "C", "C", "C", "N", "N", "H", "H", "H", "H", "H", "H", "H", "H", "H", "H", "H"],
  "coordinates": [[-1.103, -1.021, 0.383], [-0.360, 1.301, 0.258], [-0.637, 0.163, 1.178], [0.760, -0.276, 1.817], [0.690, 0.207, -2.474], [-0.403, -1.136, -0.848], [-0.002, -0.029, -1.203], [-0.997, -1.989, 0.892], [-2.259, -1.092, 0.213], [-1.110, 1.909, -0.308], [0.659, 1.754, 0.475], [-1.183, 0.529, 2.018], [1.122, 0.500, 2.490], [1.595, -0.548, 1.113], [0.794, -1.295, 2.373], [1.776, 0.585, -2.472], [0.180, 1.073, -2.841], [0.480, -0.634, -3.063]]
}

***

{
  "formula": "C5H11N2O",
  "method": "ωB97M-V/def2-TZVPD",
  "e_homo_ev": -15.836,
  "charge": 1,
  "e_lumo_ev": -5.1949,
  "smiles": "[H]/N=[N+]1\\OCCC1(C)C",
  "species": ["H", "N", "N", "O", "C", "C", "C", "C", "C", "H", "H", "H", "H", "H", "H", "H", "H", "H", "H"],
  "coordinates": [[-2.132, -2.496, 0.518], [-1.311, -2.032, 0.511], [-1.181, -0.902, 0.197], [-2.219, -0.062, -0.212], [-1.577, 1.111, -0.759], [-0.253, 1.231, 0.066], [0.152, -0.180, 0.025], [1.038, -0.547, 1.248], [0.692, -0.630, -1.241], [-2.411, 1.911, -0.705], [-1.450, 0.939, -1.879], [0.445, 2.077, -0.215], [-0.594, 1.504, 1.141], [0.828, -1.707, 1.272], [0.581, -0.033, 2.097], [2.064, -0.330, 1.111], [1.010, -1.758, -1.335], [1.468, 0.038, -1.412], [-0.020, -0.572, -2.112]]
}

***

charge of number 3 (C5H11N2)?
+1